(1)
DFT (ωB97M-V/def2-TZVPD) results for C46H41KN7O2P2S as an isolated structure.

Each line ends with the Mulliken charge.
Geometry (Å):
K: -0.055 -0.732 1.284  0.707
O: 0.374 3.267 3.247  -0.846
C: 0.196 2.307 2.451  -0.263
N: 0.952 1.281 2.109  1.126
C: 2.264 1.115 2.624  0.129
C: 2.935 2.137 3.320  -0.553
C: 4.221 1.990 3.824  -0.890
C: 4.881 0.790 3.644  -0.676
C: 4.258 -0.243 2.954  -0.661
C: 2.957 -0.135 2.423  -0.799
N: 2.308 -1.194 1.731  0.631
C: 2.922 -2.349 1.511  0.175
O: 4.079 -2.744 1.779  -0.836
C: 2.117 -3.457 0.788  0.193
C: 2.439 -4.777 1.135  -0.749
C: 1.896 -5.824 0.426  -0.529
C: 1.051 -5.545 -0.647  -0.965
C: 0.766 -4.223 -0.909  0.013
N: 1.263 -3.194 -0.204  0.421
C: -1.206 2.359 1.822  0.351
C: -1.790 3.624 1.658  -0.588
C: -3.100 3.716 1.240  -0.850
C: -3.827 2.541 1.050  -0.899
C: -3.172 1.343 1.232  -0.990
N: -1.879 1.240 1.565  1.145
H: 2.420 3.074 3.448  0.408
H: 4.689 2.815 4.349  0.365
H: 5.883 0.641 4.033  0.381
H: 4.782 -1.170 2.805  0.561
H: 3.134 -4.933 1.947  0.547
H: 2.135 -6.848 0.688  0.388
H: 0.622 -6.329 -1.255  0.462
H: 0.089 -3.965 -1.720  0.042
H: -1.193 4.495 1.889  0.648
H: -3.567 4.683 1.095  0.409
H: -4.872 2.557 0.766  0.480
H: -3.702 0.405 1.110  0.553
C: -0.585 -1.674 -3.200  -1.282
N: -0.427 -0.523 -2.289  0.699
P: -1.826 0.053 -1.488  1.244
C: -2.849 0.548 -2.939  0.128
C: -3.555 -0.324 -3.768  -0.307
C: -4.223 0.147 -4.891  -0.737
C: -4.194 1.501 -5.202  -0.551
C: -3.492 2.381 -4.388  -0.608
C: -2.828 1.905 -3.265  -0.584
C: -2.746 -1.417 -0.856  0.273
C: -2.046 -2.399 -0.151  0.671
C: -2.711 -3.374 0.580  -0.504
C: -4.097 -3.379 0.625  -0.885
C: -4.810 -2.406 -0.065  -0.609
C: -4.142 -1.429 -0.794  -0.847
P: 1.163 -0.301 -1.496  1.422
C: 1.438 1.548 -1.481  0.471
C: 2.769 1.975 -1.547  -0.999
C: 3.110 3.310 -1.387  -0.784
C: 2.125 4.263 -1.158  -0.777
C: 0.804 3.856 -1.069  -0.582
C: 0.466 2.514 -1.219  0.322
C: 2.280 -0.694 -2.904  -0.604
C: 2.132 -0.116 -4.167  -0.240
C: 3.022 -0.423 -5.183  -0.704
C: 4.078 -1.303 -4.944  -0.466
C: 4.233 -1.875 -3.691  -0.663
C: 3.329 -1.573 -2.674  0.139
H: -1.283 -2.409 -2.794  0.402
H: 0.362 -2.177 -3.379  0.463
H: -0.967 -1.342 -4.169  0.108
H: -3.581 -1.383 -3.537  0.383
H: -4.766 -0.545 -5.525  0.406
H: -4.714 1.868 -6.079  0.377
H: -3.465 3.439 -4.624  0.445
H: -2.280 2.595 -2.631  0.286
H: -0.963 -2.394 -0.174  -0.717
H: -2.140 -4.117 1.125  0.549
H: -4.621 -4.127 1.208  0.365
H: -5.893 -2.399 -0.025  0.408
H: -4.712 -0.662 -1.304  0.472
H: 3.561 1.252 -1.702  0.428
H: 4.151 3.604 -1.432  0.395
H: 2.390 5.305 -1.027  0.365
H: 0.023 4.576 -0.849  0.385
H: -0.570 2.226 -1.081  -0.423
H: 1.315 0.578 -4.341  0.420
H: 2.902 0.029 -6.162  0.393
H: 4.779 -1.537 -5.738  0.356
H: 5.053 -2.556 -3.501  0.434
H: 3.438 -2.024 -1.691  0.391
S: -2.304 -1.273 3.909  -0.342
C: -1.569 -0.016 4.744  -0.047
N: -0.258 0.104 5.022  -0.029
C: 0.085 1.369 5.677  -0.037
C: -1.268 2.109 5.701  -0.401
N: -2.200 1.062 5.265  -0.172
H: 0.419 -0.432 4.505  0.186
H: 0.822 1.918 5.098  -0.142
H: 0.470 1.181 6.679  0.430
H: -1.251 2.941 5.000  0.162
H: -1.523 2.465 6.697  0.340
H: -3.128 1.263 4.936  0.284

Atomic forces in eV per Å
-1.242 -1.041 0.004
0.137 -0.051 -0.096
-0.086 0.079 -0.032
0.598 0.870 0.471
-0.011 -0.041 0.059
0.011 -0.037 -0.126
-0.052 -0.076 -0.060
-0.088 -0.012 -0.032
-0.107 0.068 -0.038
0.007 -0.051 -0.022
0.829 -0.069 0.386
-0.011 0.093 0.010
-0.060 -0.002 -0.040
0.104 0.169 -0.037
-0.004 -0.010 0.021
-0.034 -0.016 -0.023
0.052 -0.022 0.063
0.001 0.151 0.151
-0.100 -0.144 0.110
0.054 -0.031 0.041
0.022 -0.010 -0.026
-0.003 -0.016 0.025
0.017 0.101 -0.031
0.157 -0.151 0.045
-0.208 0.398 0.257
-0.031 0.011 0.007
-0.002 0.000 -0.005
0.006 -0.002 -0.006
-0.008 -0.024 -0.006
0.026 0.012 -0.023
-0.009 0.013 0.001
-0.009 -0.019 -0.005
0.053 0.016 0.049
-0.014 -0.024 0.001
0.010 -0.007 -0.009
0.022 0.001 0.014
0.027 -0.022 0.003
0.014 0.336 -0.007
0.052 -0.470 0.009
0.094 -0.069 -0.479
0.008 0.043 -0.023
0.005 -0.019 -0.054
0.018 0.020 0.039
0.043 -0.011 0.050
-0.027 -0.044 0.001
-0.051 -0.028 -0.009
0.050 0.100 0.081
-0.112 -0.010 -0.218
0.037 0.023 -0.063
-0.026 0.038 -0.022
0.065 0.034 -0.025
0.020 -0.111 0.041
-0.130 0.695 -0.164
-0.017 -0.030 -0.219
-0.014 -0.042 0.063
-0.062 -0.021 -0.003
0.013 -0.053 -0.001
-0.010 -0.134 -0.004
-0.028 -0.009 0.041
-0.187 0.066 0.002
0.036 -0.023 -0.029
0.028 -0.039 0.035
-0.086 0.061 0.017
-0.046 0.033 0.006
0.034 -0.096 0.066
-0.042 -0.011 0.045
0.103 0.005 0.053
-0.007 0.021 -0.010
-0.015 0.041 0.018
0.023 0.025 0.024
0.004 -0.003 0.018
0.004 -0.041 0.006
-0.024 -0.014 -0.013
-0.088 -0.226 -0.171
-0.010 0.028 -0.016
0.014 0.018 -0.016
0.036 0.008 -0.006
-0.011 0.002 -0.011
-0.007 0.004 -0.027
-0.003 -0.012 0.001
-0.009 -0.038 0.006
0.015 -0.018 -0.011
0.111 0.022 -0.034
0.045 -0.026 0.005
0.010 -0.018 0.031
-0.026 0.010 0.020
-0.024 0.020 0.012
0.004 0.034 -0.050
0.058 0.034 0.081
0.280 0.076 -0.062
-0.023 0.005 -0.068
-0.145 -0.136 -0.081
0.003 -0.250 -0.100
-0.091 0.067 0.099
0.024 -0.043 0.061
0.054 0.023 -0.039
-0.010 -0.023 0.055
-0.005 0.083 -0.086
-0.015 0.004 0.037
-0.010 -0.012 0.001

Calculated values
Total charge: -1
Kohn-Sham gap (eV): 5.85
Highest occupied orbital energy (eV): -3.8
Max |F| (eV/Å): 1.62
Energy above the lowest of the compared OMol25 structures with the same formula, charge and spin (kJ/mol): 157.3
Calculated total energy (eV): -108635.4386



(2)
DFT (ωB97M-V/def2-TZVPD) results for Cl2O2S as an isolated structure.

Each line ends with the Mulliken charge.
Geometry (Å):
O: -1.063 -1.652 0.155  -0.339
O: 0.888 -0.426 0.219  -0.140
S: -0.473 -0.528 -0.482  0.723
Cl: 1.892 0.867 0.022  0.117
Cl: -1.244 1.738 0.086  -0.361

Atomic forces in eV per Å
-0.442 0.089 0.479
2.036 -0.536 1.821
-2.438 1.611 -1.893
0.504 0.657 -0.292
0.339 -1.821 -0.115

Calculated values
Kohn-Sham gap (spin up / spin down) (eV): 9.06 / 9.06
Highest occupied orbital energy (spin up / spin down) (eV): -10.6 / -10.6
Max |F| (eV/Å): 3.48
Energy above the lowest of the compared OMol25 structures with the same formula, charge and spin (kJ/mol): 175.0
Calculated total energy (eV): -39971.9156



(3)
DFT (ωB97M-V/def2-TZVPD) results for a 2-piece molecular cluster, C2H3N4O overall.

Each line ends with the Mulliken charge.
Geometry (Å):
C: -2.202 0.177 0.201  0.405
C: 0.170 0.368 0.124  -0.306
N: -3.959 -0.860 -0.094  -0.427
N: -2.650 -1.054 0.001  -0.254
N: -3.123 1.123 0.216  -0.408
N: -4.236 0.420 0.033  -0.338
O: 0.672 -0.896 0.419  -0.509
H: 0.298 0.701 -0.902  0.221
H: 0.405 1.090 0.891  0.246
H: 0.114 -1.532 -0.040  0.370

Atomic forces in eV per Å
4.109 0.223 -0.256
-3.517 -0.793 0.271
-0.989 0.000 -0.055
0.843 0.463 0.104
0.845 -0.019 0.044
-0.998 -0.408 -0.076
-0.108 0.619 -0.100
-0.056 -0.023 0.033
0.062 0.021 0.062
-0.192 -0.084 -0.028

Calculated values
Total charge: -1
Kohn-Sham gap (eV): 8.58
Highest occupied orbital energy (eV): -4.7
Max |F| (eV/Å): 4.12
Energy above the lowest of the compared OMol25 structures with the same formula, charge and spin (kJ/mol): 302.2
Calculated total energy (eV): -10127.4700



(4)
DFT (ωB97M-V/def2-TZVPD) results for a 12-piece molecular cluster, C5H36N2O11S overall.

Each line ends with the Mulliken charge.
Geometry (Å):
N: 1.200 2.662 -0.843  -0.533
C: 0.866 1.202 -0.584  1.437
C: 0.169 1.111 0.728  -0.564
C: -1.286 1.393 0.723  0.535
S: -1.856 2.305 2.169  0.171
C: 2.273 0.442 -0.446  -0.988
N: 1.835 -0.931 -0.264  0.232
C: 2.898 -1.942 -0.396  -1.018
H: 1.969 2.798 -1.395  0.301
H: 0.468 3.156 -0.951  0.133
H: 0.375 0.708 -1.364  -0.979
H: 0.549 0.230 1.217  0.153
H: 0.690 2.053 1.385  -0.291
H: -1.900 2.041 0.086  0.268
H: -1.599 0.309 0.808  0.149
H: -0.589 2.805 2.200  0.378
H: 3.047 0.630 -1.373  0.385
H: 3.025 0.956 0.298  0.283
H: 1.411 -1.263 0.654  -0.304
H: 2.945 -2.113 -1.536  0.335
H: 3.871 -1.774 0.111  0.321
H: 2.540 -2.968 -0.023  0.275
H: -1.067 4.608 -1.606  0.341
H: -2.211 3.770 -2.008  0.294
O: -1.272 3.780 -2.135  -0.619
H: -4.746 -0.267 0.101  0.309
H: -3.721 -0.715 -0.894  0.358
O: -4.305 -1.006 -0.278  -0.581
H: -1.893 -1.668 3.303  0.299
H: -1.857 -3.126 3.265  0.301
O: -1.302 -2.432 3.517  -0.617
H: 1.632 1.707 4.803  0.362
H: 0.658 0.898 3.929  0.248
O: 1.290 0.712 4.602  -0.662
H: 0.437 -3.142 -4.094  0.284
H: 1.024 -1.755 -3.629  0.297
O: 1.165 -2.707 -3.758  -0.617
H: 0.648 -0.111 -2.637  0.691
H: 0.131 1.187 -2.935  0.549
O: 0.074 0.235 -3.337  -0.827
H: -1.938 -0.045 -2.696  0.326
H: -3.507 -0.655 -2.658  0.310
O: -2.628 -0.737 -2.280  -0.700
H: 0.458 -2.347 3.033  0.365
H: 1.270 -1.117 3.423  0.264
O: 1.141 -1.677 2.658  -0.602
H: -1.012 -1.732 0.592  0.236
H: -2.566 -1.903 0.714  0.279
O: -1.708 -1.993 1.134  -0.540
H: -2.202 -4.168 -1.610  0.291
H: -0.823 -4.108 -1.960  0.294
O: -1.616 -4.378 -2.338  -0.581
H: 2.110 3.620 0.736  0.359
H: 3.127 3.637 2.078  0.283
O: 2.307 3.825 1.757  -0.674

Atomic forces in eV per Å
3.562 -6.267 3.452
4.540 2.509 0.688
2.773 4.340 1.454
-1.315 -2.215 1.867
0.740 -0.380 0.050
0.984 1.436 -0.411
0.819 -1.677 1.496
-0.510 -2.152 -2.195
1.829 0.525 -2.050
-6.104 4.583 -1.725
-1.037 -0.313 -0.346
-1.021 -0.525 0.650
-0.749 -2.427 -1.499
0.568 -0.577 -1.409
-1.416 1.039 -0.421
-0.166 0.517 0.669
-2.540 -1.071 1.344
-1.861 -1.015 -0.225
0.650 1.779 -1.011
0.900 0.164 1.687
-0.555 0.374 -0.465
0.253 1.645 -0.318
0.066 -1.199 -1.169
-1.095 -0.289 -0.373
0.839 1.595 1.552
-0.647 0.818 0.371
3.039 1.511 -2.959
-2.376 -2.412 3.177
1.177 -0.832 0.217
-1.061 -2.125 -0.609
0.017 2.438 1.525
-0.936 -3.675 -0.490
-0.908 0.027 -0.927
1.830 3.662 1.363
-2.715 -0.901 -1.145
-0.489 -0.917 -0.598
3.146 1.675 1.642
0.089 -1.169 -0.456
-0.525 -1.818 -2.108
0.272 2.942 1.779
-2.425 -2.435 0.835
0.198 0.272 -0.837
2.548 2.133 -0.600
1.152 1.532 -1.073
0.503 0.330 0.383
-1.475 -1.529 0.454
1.671 0.439 -1.950
-0.163 0.145 -0.792
-1.898 -0.279 1.558
-0.740 -0.122 -0.030
2.783 0.638 0.629
-1.969 -0.488 -0.637
1.293 0.174 3.111
3.702 -0.970 0.589
-5.247 0.535 -3.713

Calculated values
Total charge: +1
Kohn-Sham gap (spin up / spin down) (eV): 7.68 / 3.08
Highest occupied orbital energy (spin up / spin down) (eV): -12.0 / -12.0
2S+1: 2
Max |F| (eV/Å): 7.99
Energy above the lowest of the compared OMol25 structures with the same formula, charge and spin (kJ/mol): 180.2
Calculated total energy (eV): -42093.1098